Record 1
Molecular formula: C28H43NO6S
Method: DFT, ωB97M-V/def2-TZVPD

Computed properties:
* SMILES: CSCC[C@H](NC(=O)CCC(=O)O[C@H]1CC[C@H]2[C@@H]3CC[C@H]4CC(=O)CC[C@]4(C)[C@H]3CC[C@]12C)C(=O)O
* lowest unoccupied orbital energy: 0.0158 hartree
* largest force on an atom: 0.7 eV Å⁻¹
* HOMO-LUMO gap: 9.320 eV
* 2S+1: 1
* total energy: -54347.635 eV
* relative energy (zero: lowest compared OMol25 entry of this formula, charge and spin): 5.9 kcal/mol

```
79
C28H43NO6S | OMol25 | ωB97M-V/def2-TZVPD
C 5.728 3.405 -5.143
S 4.936 2.647 -3.701
C 4.934 0.912 -4.289
C 4.269 -0.058 -3.326
C 4.979 -0.194 -1.965
N 4.721 0.934 -1.109
C 3.857 0.855 -0.077
O 3.419 -0.198 0.341
C 3.443 2.208 0.479
C 2.534 2.896 -0.554
C 1.513 1.885 -1.048
O 1.511 1.413 -2.157
O 0.652 1.575 -0.093
C -0.305 0.554 -0.377
C 0.335 -0.838 -0.576
C -0.577 -1.839 0.157
C -1.829 -1.021 0.474
C -2.803 -1.534 1.530
C -3.295 -2.937 1.176
C -4.366 -3.407 2.152
C -5.526 -2.415 2.166
C -6.695 -2.957 2.997
C -7.868 -2.010 2.976
O -8.993 -2.361 2.722
C -7.506 -0.585 3.309
C -6.308 -0.091 2.493
C -5.076 -1.007 2.610
C -4.559 -0.977 4.052
C -3.980 -0.540 1.610
C -3.470 0.882 1.889
C -2.438 1.348 0.858
C -1.269 0.370 0.806
C -0.452 0.428 2.100
C 6.465 -0.458 -2.127
O 6.942 -1.203 -2.941
O 7.204 0.227 -1.253
H 5.103 3.255 -6.020
H 5.825 4.464 -4.932
H 6.709 2.961 -5.292
H 5.973 0.632 -4.473
H 4.389 0.912 -5.235
H 3.241 0.258 -3.137
H 4.257 -1.039 -3.805
H 4.555 -1.065 -1.442
H 5.027 1.836 -1.442
H 2.888 2.040 1.403
H 4.317 2.826 0.685
H 2.019 3.738 -0.093
H 3.110 3.243 -1.413
H -0.849 0.854 -1.282
H 0.413 -1.066 -1.638
H 1.343 -0.837 -0.163
H -0.801 -2.703 -0.467
H -0.110 -2.197 1.074
H -2.393 -0.919 -0.462
H -2.292 -1.586 2.494
H -2.454 -3.632 1.185
H -3.710 -2.928 0.165
H -3.944 -3.508 3.153
H -4.732 -4.390 1.848
H -5.887 -2.322 1.133
H -7.013 -3.925 2.604
H -6.385 -3.105 4.034
H -8.372 0.055 3.129
H -7.271 -0.540 4.374
H -6.064 0.916 2.833
H -6.604 -0.024 1.444
H -4.455 0.051 4.390
H -3.592 -1.462 4.140
H -5.244 -1.479 4.729
H -4.449 -0.527 0.617
H -3.025 0.929 2.881
H -4.308 1.580 1.866
H -2.091 2.350 1.117
H -2.911 1.402 -0.126
H 0.466 -0.142 2.003
H -0.183 1.461 2.305
H -1.011 0.046 2.948
H 8.144 0.011 -1.361
```

***

Record 2
Molecular formula: C28H44BIN2O8S4
Method: DFT, ωB97M-V/def2-TZVPD

Computed properties:
* lowest unoccupied orbital energy: -0.0251 hartree
* largest force on an atom: 2.5 eV Å⁻¹
* HOMO-LUMO gap: 7.892 eV
* 2S+1: 1
* total energy: -101227.342 eV

```
88
C28H44BIN2O8S4 | OMol25 | ωB97M-V/def2-TZVPD
C 3.521 1.742 -1.014
C 3.852 0.281 -1.466
C 2.494 -0.445 -1.791
I 2.695 -2.606 -1.788
C 1.325 0.049 -0.925
C 0.185 0.710 -1.602
C 0.129 0.887 -3.128
C -0.047 -0.483 -3.830
C -1.439 -1.154 -3.606
C -1.380 -2.397 -2.655
C -2.541 -2.233 -1.632
O -2.693 -3.384 -0.811
C -3.602 -3.027 0.228
C -0.878 1.231 -0.907
O -1.872 1.876 -1.622
C -3.187 1.643 -1.175
O -3.765 0.611 -1.382
C -3.832 2.817 -0.456
C -4.680 2.666 0.635
C -5.170 3.832 1.220
C -4.835 5.097 0.742
C -3.980 5.252 -0.355
C -3.493 4.081 -0.940
C -0.847 1.104 0.514
N -1.752 1.569 1.365
S -1.350 1.161 2.875
N 0.058 0.370 2.556
C 0.224 0.423 1.245
C 1.318 -0.095 0.443
B 2.504 -0.779 1.285
O 3.332 0.107 1.929
O 2.708 -2.136 1.383
H 2.787 2.230 -1.680
H 4.431 2.389 -1.054
H 3.188 1.785 0.032
H 4.465 0.377 -2.372
H 4.382 -0.196 -0.629
H 2.291 -0.190 -2.837
H -0.584 1.657 -3.440
H 1.132 1.266 -3.415
H 0.114 -0.380 -4.918
H 0.712 -1.200 -3.479
H -1.865 -1.483 -4.570
H -2.125 -0.379 -3.219
H -0.455 -2.328 -2.055
H -1.455 -3.352 -3.193
H -3.450 -2.010 -2.223
H -2.244 -1.390 -0.982
H -3.735 -3.886 0.902
H -4.579 -2.693 -0.172
H -3.215 -2.170 0.821
H -4.934 1.675 1.021
H -5.819 3.800 2.101
H -5.215 6.011 1.209
H -3.664 6.218 -0.751
H -2.803 4.201 -1.781
H 4.067 -0.351 2.368
H 1.869 -2.597 1.243
C 3.217 -0.374 7.165
S 3.615 -0.781 5.458
O 4.584 0.241 4.971
C 2.004 -0.359 4.780
H 4.108 -0.530 7.771
H 2.907 0.669 7.233
H 2.419 -1.029 7.517
H 1.769 0.683 4.999
H 1.246 -1.016 5.208
H 2.039 -0.500 3.711
C 8.248 3.437 1.053
S 7.434 4.540 -0.112
O 5.999 4.156 -0.153
C 8.212 3.860 -1.586
H 7.876 3.660 2.051
H 8.021 2.401 0.802
H 9.325 3.606 1.021
H 7.987 2.796 -1.665
H 9.290 4.015 -1.532
H 7.814 4.382 -2.454
C -7.782 -6.062 -1.008
S -6.438 -6.096 0.189
O -6.401 -4.766 0.851
C -5.110 -6.128 -1.026
H -8.723 -6.000 -0.464
H -7.677 -5.192 -1.657
H -7.764 -6.978 -1.600
H -5.178 -5.254 -1.673
H -5.182 -7.042 -1.616
H -4.159 -6.113 -0.496
```

***

Record 3
Molecular formula: C28H44BrHfNOP2
Method: DFT, ωB97M-V/def2-TZVPD

Computed properties:
* total charge: +4
* lowest unoccupied orbital energy: -0.5512 hartree
* largest force on an atom: 4.2 eV Å⁻¹
* HOMO-LUMO gap: 4.545 eV
* 2S+1: 1
* total energy: -123170.440 eV

```
78
C28H44BrHfNOP2 | OMol25 | ωB97M-V/def2-TZVPD
C -2.929 -2.214 2.286
C -2.613 -2.176 0.909
C -3.645 -2.281 -0.053
C -4.964 -2.391 0.418
N -5.241 -2.420 1.720
C -4.283 -2.331 2.642
C -1.291 -1.885 0.493
C -0.147 -2.344 0.229
C 1.011 -3.042 -0.123
C 2.176 -2.320 -0.516
C 3.264 -3.031 -1.025
C 3.146 -4.415 -1.016
C 2.043 -5.170 -0.586
C 0.946 -4.443 -0.145
Hf 0.534 -0.187 0.019
P -1.473 1.400 0.560
H -3.403 -2.232 -1.110
H -2.139 -2.110 3.026
H -5.772 -2.477 -0.309
H -4.548 -2.372 3.699
H 0.013 -4.877 0.181
H 2.247 -1.185 -0.450
H 2.014 -6.266 -0.590
H 4.148 -2.507 -1.389
C -1.197 3.226 0.359
C -2.402 4.165 0.218
H -0.540 3.354 -0.517
H -0.601 3.528 1.233
H -2.022 5.182 0.069
H -3.037 3.936 -0.646
H -3.036 4.211 1.112
C -3.097 1.184 -0.325
C -4.436 1.557 0.327
H -3.136 0.118 -0.597
H -2.984 1.744 -1.263
H -5.223 1.374 -0.417
H -4.687 0.936 1.200
H -4.534 2.615 0.600
C -2.065 1.273 2.302
C -2.780 2.456 2.968
H -1.185 1.001 2.908
H -2.721 0.390 2.309
H -2.979 2.177 4.008
H -2.180 3.373 2.991
H -3.760 2.689 2.537
Br 4.752 -5.346 -1.643
P 0.356 0.301 -2.635
C -0.835 1.529 -3.326
C -0.477 2.201 -4.660
H -0.938 2.293 -2.536
H -1.820 1.044 -3.403
H -1.232 2.952 -4.920
H 0.486 2.721 -4.617
H -0.449 1.491 -5.495
C 2.028 0.858 -3.194
C 2.516 0.385 -4.566
H 2.734 0.506 -2.422
H 2.057 1.958 -3.139
H 3.555 0.704 -4.723
H 2.503 -0.707 -4.658
H 1.931 0.812 -5.388
C -0.016 -1.309 -3.458
C -0.554 -1.255 -4.893
H -0.755 -1.803 -2.806
H 0.883 -1.944 -3.416
H -0.776 -2.268 -5.250
H -1.484 -0.681 -4.963
H 0.172 -0.830 -5.594
C 2.668 1.570 3.244
C 2.637 0.342 2.412
C 3.564 -0.796 2.617
O 1.805 0.277 1.458
H 3.490 1.550 3.963
H 1.747 1.702 3.815
H 2.795 2.459 2.622
H 3.026 -1.707 2.895
H 4.104 -1.016 1.691
H 4.299 -0.592 3.401
```